(1)
{
  "formula": "C28H54AsInN6OS2Si2",
  "method": "ωB97M-V with the def2-TZVPD basis set",
  "species": ["In", "C", "C", "N", "C", "C", "C", "C", "C", "C", "C", "N", "C", "C", "N", "N", "H", "H", "H", "H", "H", "H", "H", "H", "H", "H", "H", "H", "H", "H", "H", "H", "H", "H", "N", "C", "S", "N", "C", "C", "C", "C", "C", "C", "H", "H", "H", "H", "H", "H", "H", "H", "C", "Si", "C", "C", "As", "Si", "C", "C", "C", "H", "H", "H", "H", "H", "H", "H", "H", "H", "H", "H", "H", "H", "H", "H", "H", "H", "H", "C", "C", "S", "O", "C", "C", "H", "H", "H", "H", "H", "H", "H", "H", "H", "H"],
  "coordinates": [[-0.8144, -0.2370, 0.7439], [-1.7987, -3.3101, 1.9982], [-1.4227, -3.5243, 0.5354], [-1.7021, -2.3432, -0.2751], [-3.0997, -2.1329, -0.6107], [-3.8500, -1.3765, 0.4557], [-5.2229, -1.5367, 0.5995], [-5.8834, -0.7923, 1.5628], [-5.1455, 0.0437, 2.3821], [-3.7724, 0.1379, 2.1845], [-2.9415, 1.0356, 3.0684], [-1.5258, 0.6910, 3.0813], [-1.1654, -0.2814, 4.1130], [-1.6831, -1.6779, 3.7859], [-1.1355, -2.1236, 2.5134], [-3.1676, -0.5318, 1.2157], [-2.8812, -3.1684, 2.0696], [-1.5420, -4.2136, 2.5688], [-0.3468, -3.7139, 0.4775], [-1.9532, -4.4097, 0.1591], [-1.1756, -2.4340, -1.1377], [-3.1421, -1.5199, -1.5180], [-3.6206, -3.0802, -0.8123], [-5.7643, -2.2349, -0.0179], [-6.9526, -0.8731, 1.6831], [-5.6219, 0.6053, 3.1684], [-3.0554, 2.0541, 2.6878], [-3.3732, 1.0003, 4.0783], [-0.9830, 1.5328, 3.2635], [-0.0754, -0.3150, 4.1702], [-1.5603, 0.0255, 5.0905], [-1.4040, -2.3540, 4.6059], [-2.7752, -1.6564, 3.7159], [-0.1466, -2.3229, 2.6671], [4.3926, -0.0943, 2.7139], [3.5499, -1.0469, 2.2840], [2.0489, -1.2120, 2.9793], [3.8883, -1.8558, 1.2566], [5.0031, -1.7870, 0.3991], [5.5214, -0.5652, -0.0226], [6.5908, -0.5414, -0.9016], [7.1397, -1.7236, -1.3698], [6.6066, -2.9383, -0.9694], [5.5385, -2.9744, -0.0927], [4.1333, 0.3836, 3.5621], [5.3761, -0.1545, 2.4972], [3.3383, -2.7037, 1.1923], [5.0671, 0.3582, 0.3150], [7.0019, 0.4042, -1.2171], [7.9766, -1.7032, -2.0493], [7.0326, -3.8627, -1.3262], [5.1176, -3.9193, 0.2180], [3.1329, -0.8430, -3.2951], [1.3774, -0.8122, -2.5340], [0.8972, -2.6673, -2.3499], [0.0374, 0.1111, -3.5290], [1.6487, 0.1518, -0.3428], [1.8267, 2.5116, -0.8732], [1.8026, 3.3714, 0.8402], [3.6059, 2.6021, -1.5683], [0.6573, 3.4480, -2.0671], [3.1854, -1.5307, -4.1365], [3.8504, -1.1815, -2.5457], [3.4530, 0.1316, -3.6516], [1.5497, -3.2921, -2.9524], [-0.1131, -2.8634, -2.6992], [0.9987, -3.0037, -1.3185], [-0.3237, -0.4676, -4.3711], [0.4230, 1.0431, -3.9260], [-0.8072, 0.3414, -2.8836], [2.7343, 3.1870, 1.3704], [0.9897, 3.0018, 1.4647], [1.7022, 4.4483, 0.7507], [4.2866, 1.9959, -0.9759], [3.9803, 3.6212, -1.5487], [3.6620, 2.2548, -2.5956], [-0.0288, 4.0782, -1.5115], [0.0612, 2.7919, -2.6878], [1.2250, 4.0981, -2.7280], [-3.6450, 1.9893, -3.8554], [-4.0370, 2.3299, -2.4288], [-2.4822, 2.5493, -1.4621], [-2.1788, 1.1875, -0.8931], [-3.1824, 3.4908, -0.0422], [-2.0854, 3.7199, 0.9799], [-4.5220, 1.8870, -4.4884], [-3.0865, 1.0575, -3.8870], [-3.0246, 2.7796, -4.2697], [-4.6122, 1.5292, -1.9653], [-4.5850, 3.2692, -2.3905], [-4.0015, 2.9076, 0.3757], [-3.5563, 4.4254, -0.4534], [-1.5574, 2.7779, 1.1498], [-2.5030, 4.0803, 1.9178], [-1.3733, 4.4628, 0.6339]],
  "homo_energy_ev": -12.632,
  "spin_multiplicity": 1,
  "charge": 2
}

***

(2)
{
  "formula": "C28H54Cl2InN11O2SSe3Te",
  "method": "ωB97M-V with the def2-TZVPD basis set",
  "species": ["In", "C", "N", "C", "C", "N", "C", "C", "N", "C", "C", "N", "C", "N", "C", "C", "N", "C", "C", "C", "C", "N", "C", "N", "C", "C", "N", "C", "C", "N", "C", "C", "H", "H", "H", "H", "H", "H", "H", "H", "H", "H", "H", "H", "H", "H", "H", "H", "H", "H", "H", "H", "H", "H", "H", "H", "H", "H", "H", "H", "H", "H", "H", "H", "H", "H", "H", "H", "H", "H", "H", "H", "H", "H", "H", "H", "H", "H", "H", "H", "Se", "Se", "Te", "Se", "Cl", "C", "Cl", "C", "O", "O", "H", "S", "C", "N", "C", "C", "C", "C", "H", "H", "H", "H", "H"],
  "coordinates": [[0.3381, 0.0323, 0.3174], [-2.6545, -3.1506, -1.2357], [-1.7902, -2.8905, -2.3731], [-2.2063, -3.5208, -3.6101], [-0.7503, -2.0000, -2.3121], [0.0581, -1.8975, -1.2972], [0.0751, -3.0390, -0.3780], [1.4513, -3.0994, 0.2338], [1.6675, -1.8984, 1.0585], [1.4902, -2.2077, 2.5068], [0.2501, -3.0201, 2.8737], [-1.0069, -2.3691, 2.5948], [-1.7934, -2.0861, 3.5705], [-3.0946, -1.7130, 3.3137], [-3.6272, -1.8992, 1.9837], [-3.6747, -0.5849, 4.0236], [-1.4626, -2.1854, 4.9247], [-0.3821, -1.3993, 5.4883], [-2.4369, -2.6518, 5.8858], [3.0495, -1.3962, 0.8730], [3.1601, -0.7227, -0.4741], [2.4273, 0.5488, -0.4001], [3.0550, 1.6053, -0.8892], [2.8321, 2.8579, -0.4514], [2.8777, 4.0006, -1.3455], [2.1217, 3.0898, 0.7849], [4.0780, 1.4728, -1.7973], [5.2664, 2.3002, -1.7449], [3.9506, 0.6262, -2.9603], [-0.5273, -1.2928, -3.4640], [0.7979, -0.8224, -3.7976], [-1.6099, -0.6073, -4.1426], [-3.6920, -3.0004, -1.5364], [-2.4391, -2.4500, -0.4357], [-2.5428, -4.1775, -0.8741], [-2.3695, -4.5853, -3.4250], [-1.4344, -3.4123, -4.3670], [-3.1423, -3.1012, -3.9942], [-0.1557, -3.9749, -0.8960], [-0.6522, -2.9149, 0.4296], [2.1907, -3.1153, -0.5665], [1.6048, -4.0040, 0.8275], [1.5296, -1.2565, 3.0397], [2.3657, -2.7912, 2.8258], [0.3612, -3.3038, 3.9257], [0.2695, -3.9606, 2.3127], [-3.1895, -2.7888, 1.5393], [-3.4055, -1.0440, 1.3390], [-4.7122, -2.0149, 2.0438], [-4.6854, -0.8210, 4.3677], [-3.7212, 0.2863, 3.3626], [-3.0621, -0.3125, 4.8775], [0.3093, -1.0716, 4.7194], [0.1661, -1.9859, 6.2309], [-0.7617, -0.4935, 5.9799], [-3.2262, -3.2023, 5.3795], [-2.8971, -1.8379, 6.4608], [-1.9468, -3.3207, 6.5988], [3.7618, -2.2234, 0.9787], [3.2720, -0.6667, 1.6580], [2.7198, -1.3586, -1.2481], [4.2072, -0.5688, -0.7298], [3.1944, 3.7052, -2.3412], [3.5582, 4.7613, -0.9555], [1.8804, 4.4363, -1.4250], [2.4028, 2.3212, 1.4965], [1.0357, 3.1051, 0.6351], [2.4395, 4.0487, 1.1914], [5.3046, 2.8338, -0.7989], [5.3074, 3.0221, -2.5676], [6.1489, 1.6589, -1.8150], [2.9965, 0.1133, -2.9341], [4.7525, -0.1176, -3.0047], [3.9906, 1.2293, -3.8737], [1.5309, -1.4133, -3.2540], [0.9265, 0.2351, -3.5572], [0.9611, -0.9513, -4.8721], [-2.5670, -0.9157, -3.7273], [-1.6057, -0.8318, -5.2132], [-1.4978, 0.4747, -4.0156], [4.5278, 0.8070, 3.1150], [2.8819, 0.6114, 4.7599], [1.0421, 2.2036, 4.1852], [-0.4110, 0.8559, 2.6307], [-4.6522, -0.2339, -1.4846], [-3.5209, 1.1284, -1.5825], [-4.4039, 2.6612, -1.5936], [-2.4444, 1.0709, -0.4693], [-2.3264, 2.0259, 0.2856], [-1.7216, 0.0218, -0.5308], [-3.0128, 1.0552, -2.5381], [0.1884, 2.1964, -2.0744], [-0.5442, 3.7282, -2.0750], [-1.3405, 4.1291, -1.0560], [-1.9287, 5.3411, -0.9733], [-1.7305, 6.2760, -1.9409], [-0.9114, 5.9223, -3.0311], [-0.3357, 4.6850, -3.1017], [-1.5777, 3.4160, -0.3496], [-2.5527, 5.4923, -0.1042], [-2.1973, 7.2459, -1.8683], [-0.7353, 6.6381, -3.8243], [0.2953, 4.3997, -3.9306]],
  "homo_energy_ev": -5.634,
  "de_lowest_kcal_mol": 4.0,
  "spin_multiplicity": 1,
  "charge": 0
}

***

(3)
{
  "formula": "C28H54F5NNbO7S3Si",
  "method": "ωB97M-V with the def2-TZVPD basis set",
  "species": ["C", "Si", "C", "C", "O", "C", "C", "Nb", "C", "C", "C", "C", "C", "N", "C", "C", "C", "C", "C", "F", "F", "C", "F", "F", "F", "H", "H", "H", "H", "H", "H", "H", "H", "H", "H", "H", "H", "H", "H", "H", "H", "H", "H", "H", "H", "H", "H", "H", "H", "H", "H", "H", "H", "H", "H", "C", "C", "C", "S", "O", "O", "C", "H", "H", "H", "H", "H", "H", "H", "H", "C", "C", "C", "S", "O", "O", "C", "H", "H", "H", "H", "H", "H", "H", "H", "C", "C", "C", "S", "O", "O", "C", "H", "H", "H", "H", "H", "H", "H", "H"],
  "coordinates": [[-4.3589, -6.5088, 2.2640], [-3.1799, -5.8608, 0.9651], [-2.0702, -7.2227, 0.3592], [-4.2449, -5.2937, -0.4820], [-2.2473, -4.6546, 1.5438], [-2.8604, -3.4686, 2.0637], [-2.5750, -3.3255, 3.5540], [-0.7070, -2.3091, 4.3144], [-0.6374, -3.2672, 6.3493], [1.3047, -1.3398, 4.1826], [2.2732, -1.5448, 3.0132], [1.8232, -0.8589, 1.7255], [2.4159, -1.4493, 0.4455], [1.5013, -2.0538, -0.4922], [1.8347, -2.2837, -1.7971], [0.7717, -2.9090, -2.4091], [-0.2300, -3.0547, -1.4377], [0.2432, -2.5189, -0.2622], [-1.8728, -0.3415, 5.0055], [-2.6769, -0.6992, 6.0942], [-1.0221, 0.6484, 5.4886], [-2.8383, 0.4140, 4.0782], [-3.9891, -0.2829, 3.9015], [-2.3029, 0.6426, 2.8583], [-3.1936, 1.6286, 4.5682], [-4.9376, -5.6716, 2.6611], [-3.8589, -7.0049, 3.0936], [-5.0699, -7.1951, 1.8016], [-1.6605, -6.9571, -0.6151], [-2.6526, -8.1374, 0.2366], [-1.2441, -7.4105, 1.0419], [-5.2559, -5.6912, -0.3765], [-4.3214, -4.2086, -0.5288], [-3.8411, -5.6619, -1.4244], [-3.9460, -3.5008, 1.8795], [-2.4771, -2.6267, 1.4928], [-2.4609, -4.3428, 3.9404], [-3.4330, -2.8431, 4.0318], [-0.8403, -1.6143, 2.6275], [0.1460, -3.7327, 3.5551], [-1.0271, -2.6165, 7.1374], [0.3553, -3.6300, 6.6238], [-1.2960, -4.1432, 6.3184], [1.1857, -0.2625, 4.3434], [1.7822, -1.7610, 5.0785], [3.2432, -1.1111, 3.2981], [2.4542, -2.6078, 2.8517], [2.1787, 0.1724, 1.7790], [0.7402, -0.8109, 1.6965], [2.8910, -0.6283, -0.0945], [3.1943, -2.1663, 0.7250], [2.7953, -1.9793, -2.1734], [0.7351, -3.2180, -3.4402], [-1.1961, -3.5131, -1.5683], [-0.2644, -2.4781, 0.6847], [-1.4437, 3.4348, -0.3339], [-1.0899, 3.6306, -1.8189], [-0.0960, 2.5261, -2.1930], [-0.4520, 1.1387, -1.1003], [0.6859, 0.9154, -0.2347], [-1.0246, 0.0610, -1.8589], [-1.7368, 1.9503, -0.1532], [-2.2959, 4.0448, -0.0364], [-0.5941, 3.7195, 0.2916], [-1.9895, 3.5414, -2.4280], [-0.6691, 4.6160, -2.0017], [-0.1962, 2.1828, -3.2195], [0.9338, 2.8302, -2.0036], [-1.6875, 1.6018, 0.8767], [-2.6886, 1.6659, -0.5995], [4.5553, 1.8490, 0.4287], [5.7711, 2.7813, 0.4916], [5.4272, 4.0228, -0.3429], [3.6297, 4.1919, -0.2746], [3.1034, 4.0076, -1.6074], [3.2787, 5.3745, 0.4719], [3.3279, 2.7174, 0.6884], [4.6114, 1.0410, 1.1565], [4.4723, 1.4032, -0.5648], [5.9564, 3.0705, 1.5276], [6.6735, 2.2987, 0.1196], [5.8669, 4.9378, 0.0449], [5.6941, 3.8987, -1.3903], [2.3892, 2.2644, 0.3652], [3.2587, 3.0176, 1.7337], [-0.3886, 6.2344, -7.3390], [1.1064, 6.2399, -6.9860], [1.2764, 5.4208, -5.7006], [-0.0628, 4.2163, -5.6968], [-0.9346, 4.5029, -4.5855], [0.4617, 2.8899, -5.8810], [-0.8463, 4.7859, -7.2049], [-0.5708, 6.6160, -8.3425], [-0.9386, 6.8624, -6.6354], [1.6734, 5.7786, -7.7965], [1.4866, 7.2514, -6.8542], [2.2159, 4.8773, -5.6561], [1.1618, 6.0278, -4.8053], [-1.9216, 4.6617, -7.1054], [-0.4702, 4.1654, -8.0175]],
  "homo_energy_ev": -4.862,
  "de_lowest_kcal_mol": 0.0,
  "spin_multiplicity": 1,
  "charge": -1
}

***

(4)
{
  "formula": "C28H54FNO7P",
  "method": "ωB97M-V with the def2-TZVPD basis set",
  "species": ["C", "C", "C", "O", "O", "C", "C", "C", "C", "N", "C", "C", "C", "C", "F", "P", "C", "O", "H", "H", "H", "H", "H", "H", "H", "H", "H", "H", "H", "H", "H", "H", "H", "H", "H", "H", "H", "H", "H", "H", "C", "C", "C", "O", "C", "H", "H", "H", "H", "H", "H", "H", "H", "C", "C", "C", "O", "C", "H", "H", "H", "H", "H", "H", "H", "H", "C", "C", "C", "O", "C", "H", "H", "H", "H", "H", "H", "H", "H", "C", "C", "C", "O", "C", "H", "H", "H", "H", "H", "H", "H", "H"],
  "coordinates": [[2.6013, 0.1264, 1.3202], [2.0419, 0.3143, -0.0846], [1.3834, -0.8989, -0.6821], [1.3437, -1.1106, -1.8812], [0.8266, -1.8011, 0.2069], [-0.4354, -1.4641, 0.7614], [-1.2372, -0.4555, -0.0458], [-2.6854, -0.2398, 0.4857], [-3.4575, -1.4987, 0.4458], [-3.6536, -1.9379, 1.6303], [-3.1481, -1.0624, 2.6983], [-2.9232, 0.2590, 1.9448], [-4.1846, 1.1277, 1.9906], [-4.8012, 1.3061, 3.3738], [-5.1557, 0.5453, 1.1450], [-1.4388, 1.2405, 2.5424], [-1.4452, 2.6867, 1.3888], [-1.9559, 1.8742, 3.9731], [3.4428, -0.5597, 1.3268], [1.8524, -0.2170, 2.0280], [2.9741, 1.0741, 1.7031], [2.8317, 0.6386, -0.7578], [1.3226, 1.1352, -0.0628], [-0.3043, -1.1597, 1.7961], [-1.0057, -2.3960, 0.7770], [-1.3265, -0.8424, -1.0594], [-0.7878, 0.5289, -0.0876], [-3.0914, 0.4973, -0.2060], [-3.8108, -2.0062, -0.4381], [-4.1352, -2.8227, 1.7852], [-3.9325, -1.0409, 3.4485], [-2.2730, -1.4959, 3.1766], [-3.9902, 2.1101, 1.5726], [-4.9957, 2.3479, 3.5952], [-4.1344, 0.9546, 4.1563], [-5.7145, 0.7254, 3.4558], [-0.5555, 2.5466, 0.7783], [-1.3217, 3.6193, 1.9282], [-2.2885, 2.7135, 0.7032], [-1.2608, 2.4537, 4.2981], [5.6876, 1.4158, -4.4867], [5.7045, -0.0726, -4.1467], [5.7447, -0.0449, -2.6273], [5.0418, 1.1369, -2.2261], [4.8212, 1.9754, -3.3648], [5.2881, 1.6370, -5.4749], [6.6981, 1.8253, -4.4285], [4.7812, -0.5449, -4.4888], [6.5425, -0.6126, -4.5829], [6.7720, 0.0183, -2.2539], [5.2669, -0.9161, -2.1765], [3.7582, 1.9287, -3.6305], [5.0679, 3.0049, -3.1039], [1.1806, -0.6868, -7.6901], [1.3276, -0.3499, -6.2080], [2.0377, -1.5892, -5.6810], [2.8452, -2.0782, -6.7523], [2.4859, -1.4198, -7.9696], [1.0417, 0.1844, -8.3282], [0.3318, -1.3578, -7.8392], [1.9630, 0.5309, -6.0850], [0.3815, -0.1594, -5.7032], [1.3228, -2.3711, -5.4028], [2.6707, -1.3807, -4.8180], [3.2843, -0.7190, -8.2368], [2.3975, -2.1608, -8.7639], [-5.1617, -6.0840, 4.4495], [-6.4638, -5.9198, 3.6687], [-6.0928, -4.8409, 2.6649], [-4.6882, -5.0048, 2.3947], [-4.1191, -5.9146, 3.3558], [-5.0776, -7.0402, 4.9606], [-5.0656, -5.2901, 5.1936], [-6.7087, -6.8476, 3.1493], [-7.3145, -5.6416, 4.2870], [-6.2557, -3.8399, 3.0843], [-6.6467, -4.9197, 1.7295], [-3.9135, -6.8618, 2.8513], [-3.1771, -5.5053, 3.7208], [3.8908, 5.0879, 2.9267], [3.0920, 5.9258, 1.9296], [1.7081, 5.3082, 2.0547], [1.5863, 4.8425, 3.3986], [2.8705, 4.8692, 4.0370], [4.7979, 5.5738, 3.2798], [4.1698, 4.1328, 2.4752], [3.0691, 6.9689, 2.2504], [3.4802, 5.8911, 0.9134], [1.5928, 4.4523, 1.3767], [0.9077, 6.0214, 1.8519], [2.8833, 5.6923, 4.7577], [3.0210, 3.9342, 4.5771]],
  "homo_energy_ev": -10.727,
  "de_lowest_kcal_mol": 9.4,
  "spin_multiplicity": 1,
  "charge": 1
}

***

no.,calculated total energy (eV)
1,-144330.144
2,-294786.545
3,-101253.029
4,-57733.012